Record 1
Below is 27 unconnected molecules or ions with the total composition C26H106O40 at a distorted geometry, with properties calculated with ωB97M-V with the def2-TZVPD basis set.

Element x y z (Å)
O  1.42307  -4.46516  -1.36282
H  1.49967  -3.54876  -1.08315
H  2.27224  -4.63626  -1.82468
O  -2.84891  4.68274  0.81122
H  -2.61595  4.34794  1.69229
H  -2.00526  4.75058  0.33100
O  1.59427  -1.85228  -0.79028
H  1.92079  -1.41802  0.05651
H  1.67482  -1.21511  -1.54882
O  -1.51704  -4.73991  2.47136
H  -0.57264  -4.87655  2.59159
H  -1.54476  -4.65035  1.50173
O  4.90312  -4.07838  -1.59062
H  4.91664  -3.10654  -1.52421
H  5.66176  -4.39468  -1.12877
O  3.05346  4.01571  -3.75427
H  3.41473  3.29747  -3.25807
H  3.84298  4.20067  -4.34064
O  -5.58184  -0.63542  3.65144
H  -5.11706  -0.58933  4.54115
H  -5.24791  0.07207  3.10694
O  2.66577  -0.58606  1.74480
H  2.76918  -1.47858  2.05572
H  1.88765  -0.19784  2.19015
O  0.77481  2.00701  -4.25923
H  -0.02485  2.53643  -4.02395
H  1.39504  2.51534  -4.84958
O  -5.37930  3.42958  -0.62724
H  -6.18495  3.90001  -0.43985
H  -4.61627  3.85450  -0.26433
O  -2.65937  0.31257  3.65236
H  -2.49655  -0.66809  3.49987
H  -2.15805  0.95753  3.14675
O  -0.64702  -7.13322  -2.04048
H  0.00443  -6.47698  -2.17095
H  -0.30302  -8.00910  -2.11156
O  -1.57470  -4.88734  -0.59111
H  -2.12640  -4.31375  -1.14936
H  -2.12592  -5.70224  -0.52576
O  0.30242  0.61295  -6.84254
H  0.17022  1.24971  -6.07455
H  0.73383  1.08137  -7.55368
C  3.98941  1.75049  3.26176
C  4.62051  2.83604  4.09111
O  5.80723  3.27988  3.40200
O  4.81807  0.64228  3.16580
H  3.72352  2.08716  2.25098
H  3.01404  1.53449  3.59286
H  4.81979  2.52667  5.08933
H  3.85855  3.68425  4.10339
H  6.28452  2.45107  3.27000
H  4.36718  0.00048  2.68901
C  -2.14220  4.42818  -3.00290
C  -1.14588  5.28515  -2.26952
O  -0.65363  4.60529  -1.12905
O  -1.63256  3.21368  -3.48282
H  -2.54550  4.97385  -3.87763
H  -3.03670  4.21587  -2.40103
H  -1.70471  6.18232  -1.84328
H  -0.38133  5.66827  -2.93791
H  0.34702  4.75222  -1.18458
H  -1.85896  2.47697  -2.87151
C  -1.48541  -2.33542  -5.38179
C  -1.38327  -3.41895  -4.43529
O  -0.31889  -3.11102  -3.52009
O  -1.41771  -1.07322  -4.63529
H  -2.44459  -2.30167  -5.84626
H  -0.61940  -2.32944  -6.19165
H  -1.29358  -4.34739  -4.98529
H  -2.36866  -3.45734  -3.87418
H  -0.30107  -3.69187  -2.77277
H  -0.96405  -1.28710  -3.81725
C  -4.54929  0.58181  -3.51672
C  -5.80268  0.74102  -2.70942
O  -5.63224  0.68945  -1.31901
O  -3.95717  -0.66086  -3.41107
H  -3.84316  1.33784  -3.20562
H  -4.88228  0.80192  -4.54415
H  -6.60499  0.02529  -2.93214
H  -6.24115  1.66094  -3.11266
H  -5.52227  1.57442  -0.95329
H  -3.08277  -0.72827  -3.95378
C  -0.53371  -2.30297  4.55358
C  0.58857  -1.81394  3.58876
O  0.20839  -0.54044  3.02673
O  -1.71279  -2.27379  3.76613
H  -0.66457  -1.45179  5.27454
H  -0.36177  -3.26387  5.07487
H  0.81170  -2.56125  2.83531
H  1.52815  -1.55131  4.05115
H  -0.37272  -0.64575  2.27838
H  -1.88531  -3.11783  3.31149
C  -3.83512  -1.90099  0.46072
C  -4.53279  -2.83069  -0.40979
O  -3.79807  -3.05323  -1.58493
O  -3.63493  -0.56169  -0.04300
H  -2.79222  -2.14548  0.73664
H  -4.33476  -1.89196  1.44319
H  -5.57035  -2.50209  -0.65506
H  -4.73548  -3.79680  0.06748
H  -4.00364  -2.29232  -2.17601
H  -4.42230  -0.08522  -0.38345
C  -2.48070  0.08646  7.13900
C  -3.79125  -0.68802  7.25526
O  -4.39327  -1.31183  6.11997
O  -2.61630  1.05158  6.13991
H  -1.65327  -0.57140  6.98077
H  -2.34551  0.59249  8.08427
H  -4.56366  0.08323  7.50991
H  -3.82539  -1.41725  8.05408
H  -3.75894  -1.93598  5.64898
H  -2.49244  0.70679  5.25334
C  3.98868  4.23751  -0.20020
C  2.77230  5.08848  -0.41586
O  1.87723  4.88245  -1.44630
O  4.92508  4.35499  -1.26735
H  3.65807  3.21472  -0.24479
H  4.38960  4.37310  0.79311
H  3.20219  6.12976  -0.44349
H  2.14578  5.18116  0.50068
H  2.21954  4.68938  -2.34583
H  5.35236  5.21685  -1.22780
C  5.45795  0.99171  -2.19002
C  5.37595  -0.09701  -1.19321
O  4.65823  -1.26074  -1.61106
O  4.23419  1.56169  -2.50001
H  6.00254  0.57973  -3.08354
H  6.15059  1.70875  -1.82478
H  4.84168  0.27002  -0.34638
H  6.38724  -0.33768  -0.85523
H  3.69305  -1.23790  -1.45310
H  3.64122  0.86085  -2.79890
C  -0.77357  1.57050  0.45238
C  -0.66471  1.13835  -1.05801
O  -1.95226  1.27100  -1.69581
O  -1.55676  0.72290  1.27993
H  -1.12170  2.60805  0.63217
H  0.22724  1.55988  0.80598
H  -0.24747  0.06160  -1.15637
H  -0.06258  1.85510  -1.52933
H  -2.40912  0.47753  -1.42664
H  -2.44447  0.59530  0.91691
C  -0.51880  3.58162  3.56758
C  0.10656  2.82479  4.67909
O  -0.62228  3.13441  5.82503
O  -1.85698  3.30342  3.24578
H  0.03311  3.26757  2.64040
H  -0.38099  4.70123  3.77765
H  1.10610  3.25828  4.76280
H  0.20503  1.70505  4.48158
H  -1.47200  2.60653  5.78963
H  -2.48020  3.49561  3.92952
C  2.42329  -5.75718  2.20134
C  2.94532  -4.41534  2.79593
O  3.17541  -3.37885  1.80946
O  1.19702  -5.46869  1.63317
H  2.35722  -6.50889  3.00001
H  3.14556  -6.12842  1.48142
H  3.85908  -4.63778  3.34699
H  2.15901  -4.01215  3.49116
H  3.08883  -3.71288  0.91935
H  1.27310  -5.57831  0.66112
C  3.18126  -1.17954  -5.09456
C  2.09590  -1.38897  -4.12648
O  2.15681  -0.41666  -2.98119
O  2.98100  -0.17126  -6.06753
H  3.21724  -2.09266  -5.65040
H  4.07095  -1.03622  -4.48545
H  2.22705  -2.39747  -3.68290
H  1.16040  -1.37844  -4.68749
H  1.65481  0.30947  -3.31726
H  2.15068  -0.23785  -6.52783

Output
Multiplicity = 1

Record 2
Below is a molecular structure, C39H47Cl3Ge2N3NaO2S5 at a distorted geometry, with properties calculated with ωB97M-V with the def2-TZVPD basis set.

Element x y z (Å)
Na  -0.59154  -1.84366  0.43659
C  1.36768  0.07359  -4.51745
C  -0.01638  0.45877  -3.99342
Ge  0.07561  1.63897  -2.42909
C  -1.72553  1.96582  -1.72754
C  -1.73338  2.84907  -0.48207
C  1.00564  3.33052  -2.87151
C  2.13845  3.33760  -2.13898
Ge  2.07887  1.64421  -1.04940
C  3.54387  0.42672  -1.53780
C  4.64613  0.32548  -0.48572
C  2.07488  2.10562  0.86267
C  1.63419  3.53362  1.18052
C  3.18534  4.38904  -2.16722
C  4.31111  4.25418  -1.35364
C  5.31769  5.21012  -1.34275
C  5.21985  6.33265  -2.15160
C  4.10515  6.48603  -2.96944
C  3.10490  5.52771  -2.97613
H  1.30174  -0.49511  -5.45003
H  1.88519  -0.55987  -3.79269
H  1.98760  0.95862  -4.70418
H  -0.58870  -0.43180  -3.72277
H  -0.59329  0.98818  -4.76100
H  -2.20572  1.00381  -1.53550
H  -2.29414  2.44122  -2.53490
H  -1.24568  2.35165  0.36189
H  -2.75299  3.09533  -0.16758
H  -1.20988  3.79382  -0.66566
H  0.75077  4.12934  -3.57453
H  3.94967  0.76978  -2.49592
H  3.08208  -0.55084  -1.69562
H  5.16269  1.28108  -0.33302
H  5.40406  -0.41141  -0.77328
H  4.23674  0.00847  0.47511
H  3.08627  1.92931  1.24506
H  1.42986  1.38128  1.35559
H  2.29231  4.27658  0.72146
H  1.63684  3.70933  2.26245
H  0.62159  3.73261  0.81815
H  4.38989  3.37804  -0.71554
H  6.17875  5.07597  -0.69871
H  6.00181  7.08186  -2.14703
H  4.01737  7.35977  -3.60568
H  2.24254  5.66098  -3.61888
S  1.73234  -3.21407  -2.46966
C  0.45667  -4.12406  -1.82751
N  -0.27880  -3.89739  -0.75924
C  -1.26376  -4.85422  -0.58297
C  -2.22479  -4.83354  0.43050
C  -3.18773  -5.82793  0.48020
C  -3.20385  -6.85639  -0.46328
C  -2.25708  -6.89009  -1.47928
C  -1.29844  -5.88735  -1.53541
S  -0.03130  -5.61099  -2.68615
H  -2.24576  -4.03208  1.16099
H  -3.94348  -5.78707  1.25662
H  -3.96469  -7.62705  -0.41133
H  -2.27257  -7.67988  -2.22332
Cl  -2.78342  -0.26404  1.06357
C  -4.27014  0.09055  1.91309
C  -4.53777  1.43159  2.11594
C  -5.68695  1.80897  2.79481
C  -6.54511  0.81448  3.24437
C  -6.25641  -0.51636  3.00855
Cl  -7.41814  -1.68267  3.59425
C  -5.10110  -0.97558  2.32371
S  -4.75962  -2.62039  1.98209
H  -3.83310  2.16716  1.74997
H  -5.90777  2.85448  2.97070
H  -7.45369  1.06452  3.77835
Cl  6.66288  -4.21517  3.16564
C  5.18324  -3.40241  2.68133
C  4.38219  -2.83281  3.65655
C  3.20891  -2.20115  3.26834
C  2.86419  -2.11519  1.92513
C  3.68335  -2.69669  0.96346
C  4.84610  -3.35548  1.33980
C  1.58801  -1.41529  1.49334
O  0.61919  -1.43923  2.29921
O  1.57768  -0.91109  0.34316
H  4.67067  -2.89412  4.69827
H  2.53951  -1.76791  4.00340
H  3.38098  -2.64354  -0.07932
H  5.48239  -3.82736  0.60178
N  -5.06020  -2.55054  -3.13540
C  -4.23209  -2.27336  -2.07804
N  -4.86261  -2.15123  -0.89580
S  -2.58682  -2.16532  -2.27567
H  -6.00941  -2.22039  -3.08333
H  -4.61565  -2.48877  -4.03160
H  -5.73980  -2.62912  -0.77353
H  -4.27491  -2.15910  -0.07859
C  -1.58416  0.10880  4.31201
S  -0.53838  1.33815  3.51937
C  -1.33264  2.83987  4.12341
H  -1.44578  0.11269  5.39474
H  -1.27844  -0.85722  3.90866
H  -2.63490  0.27763  4.07130
H  -1.20934  2.96127  5.20222
H  -2.39804  2.83651  3.88089
H  -0.85954  3.68291  3.61656

Output
Multiplicity = 1
Charge = -2
Energy relative to the best compared isomer or geometry (same formula, charge and spin) = 0.0 kJ/mol

E_LUMO
In order: 0.25; 3.58
Unit: eV
Electronic energy
In order: -110578.844; -258969.510
Unit: eV
Molecular weight
In order: 1059.09; 1024.73
Unit: g mol⁻¹